Formula: C21H26BN3O8PS
Source: OMol25
Level of theory: ωB97M-V/def2-TZVPD

Its HOMO-LUMO gap is 8.31 eV. For the total energy, the calculation gives -2345.95520 Ha. The calculation puts the molecular weight at 522.31 g/mol. Its spin multiplicity is 1. The LUMO energy is -3.4 eV. As for the net charge: +1. The energy relative to the best compared isomer or geometry (same formula, charge and spin) comes out at 0.00 kcal/mol.

Structure (XYZ):
```
61
C21H26BN3O8PS ωB97M-V/def2-TZVPD
C 3.195 5.856 0.548
O 2.203 6.557 -0.245
B 0.959 6.266 0.016
O 0.477 6.132 1.274
S -0.235 5.987 -1.450
P -2.268 5.690 -0.700
C -2.514 7.029 0.537
C -2.002 4.124 0.196
H 3.123 4.793 0.407
H 4.150 6.219 0.233
H 3.102 6.091 1.591
H 0.267 5.194 1.439
H -0.322 7.133 -2.143
H -2.265 6.665 1.518
H -1.798 7.804 0.329
H -3.507 7.434 0.485
H -2.375 4.144 1.207
H -2.437 3.302 -0.336
H -0.948 3.906 0.237
C -2.328 -2.180 1.504
C -1.002 -2.428 1.832
C -0.080 -1.396 1.815
C -0.505 -0.126 1.471
C -1.822 0.137 1.136
C -2.736 -0.899 1.152
N 0.469 0.969 1.477
O 1.618 0.711 1.753
O 0.075 2.101 1.207
H -3.046 -2.989 1.523
H -0.683 -3.423 2.105
H 0.947 -1.589 2.070
H -2.138 1.134 0.869
H -3.770 -0.711 0.895
C 6.465 -3.847 0.801
C 5.610 -2.767 0.978
C 4.349 -2.962 1.514
C 3.965 -4.241 1.870
C 4.801 -5.328 1.696
C 6.059 -5.125 1.157
N 2.636 -4.453 2.460
O 1.907 -3.480 2.583
O 2.336 -5.578 2.792
H 7.451 -3.691 0.386
H 5.928 -1.773 0.700
H 3.683 -2.124 1.653
H 4.482 -6.320 1.977
H 6.725 -5.964 1.016
C -3.427 -1.704 -4.779
C -2.301 -2.480 -4.545
C -2.306 -3.423 -3.532
C -3.448 -3.577 -2.769
C -4.576 -2.810 -2.983
C -4.562 -1.867 -3.997
N -3.466 -4.595 -1.705
O -2.452 -5.240 -1.526
O -4.494 -4.725 -1.068
H -3.422 -0.972 -5.576
H -1.418 -2.353 -5.155
H -1.433 -4.030 -3.346
H -5.458 -2.944 -2.375
H -5.439 -1.262 -4.180
```

Formula: C44H72BrFI2NO10S
Source: OMol25
Level of theory: ωB97M-V/def2-TZVPD

Its HOMO-LUMO gap is 7.18 eV. For the total energy, the calculation gives -6193.42120 Ha. The calculation puts the molecular weight at 1159.83 g/mol. Its spin multiplicity is 1. The LUMO energy is -3.5 eV. As for the net charge: +1.

Structure (XYZ):
```
132
C44H72BrFI2NO10S ωB97M-V/def2-TZVPD
C 2.639 1.593 -1.235
C 2.740 0.439 -0.050
C 3.430 -0.982 -0.598
C 2.498 -1.688 -1.740
C 3.277 -1.907 -3.203
C 3.770 -0.503 -3.895
S 2.407 0.210 -5.026
C 3.859 -1.930 0.663
F 5.272 -1.530 1.020
C 3.918 -3.537 0.357
C 4.960 -3.991 -0.822
O 6.071 -3.358 -1.203
I 4.518 -5.882 -1.911
C 2.900 -1.558 1.982
O 2.987 -2.549 3.063
C 2.150 -2.204 4.220
O 2.800 -1.961 5.393
C 0.516 -2.137 4.278
C -0.451 -1.003 3.595
C -2.114 -0.983 3.745
C -2.892 -2.134 4.615
C -1.933 -3.300 5.316
C -0.268 -3.321 5.161
C 3.130 -0.001 2.436
Br 4.649 0.296 3.712
N 3.375 0.943 1.240
C 2.863 2.302 1.693
C 3.866 3.560 1.247
O 5.203 3.435 1.135
I 2.799 5.491 0.902
H 1.801 2.368 -0.886
H 2.235 1.163 -2.268
H 3.688 2.112 -1.409
H 1.608 0.179 0.226
H 4.440 -0.641 -1.132
H 1.958 -2.674 -1.420
H 1.627 -0.910 -1.988
H 4.195 -2.628 -3.132
H 2.527 -2.411 -3.980
H 4.200 0.288 -3.147
H 4.658 -0.774 -4.644
H 2.704 1.584 -5.111
H 4.283 -4.077 1.353
H 2.857 -4.008 0.109
H 1.783 -1.621 1.567
H 0.009 -0.123 2.977
H -2.764 -0.115 3.258
H -4.072 -2.123 4.760
H -2.524 -4.109 5.966
H 0.282 -4.180 5.736
H 2.143 0.321 3.025
H 4.418 0.943 1.066
H 2.778 2.401 2.879
H 1.764 2.429 1.292
C -2.514 1.852 -4.333
C -3.063 0.467 -4.102
C -1.900 -0.225 -3.425
O -1.186 0.780 -2.692
C -1.670 2.068 -3.096
H -3.286 2.615 -4.461
H -1.877 1.855 -5.225
H -3.918 0.517 -3.418
H -3.385 -0.036 -5.017
H -1.211 -0.655 -4.160
H -2.223 -1.018 -2.744
H -2.269 2.473 -2.273
H -0.826 2.739 -3.275
C 5.560 -9.020 -6.808
C 6.567 -8.625 -5.758
C 5.951 -7.367 -5.186
O 4.529 -7.507 -5.307
C 4.252 -8.631 -6.154
H 5.603 -10.077 -7.081
H 5.717 -8.424 -7.715
H 6.620 -9.400 -4.985
H 7.574 -8.466 -6.152
H 6.249 -6.482 -5.759
H 6.218 -7.209 -4.137
H 3.869 -9.440 -5.522
H 3.482 -8.363 -6.883
C -5.059 6.405 -6.386
C -4.868 5.923 -7.801
C -3.613 5.086 -7.684
O -3.597 4.543 -6.356
C -4.602 5.209 -5.580
H -6.084 6.706 -6.159
H -4.399 7.260 -6.194
H -5.714 5.289 -8.094
H -4.776 6.730 -8.532
H -2.714 5.699 -7.806
H -3.582 4.272 -8.415
H -5.423 4.502 -5.420
H -4.190 5.491 -4.607
C -2.443 4.148 4.472
C -3.787 4.344 3.819
C -3.871 3.145 2.901
O -3.128 2.089 3.527
C -2.377 2.644 4.616
H -2.337 4.672 5.426
H -1.649 4.495 3.800
H -4.578 4.292 4.576
H -3.884 5.295 3.289
H -3.405 3.352 1.932
H -4.901 2.819 2.730
H -2.847 2.313 5.548
H -1.352 2.264 4.588
C -6.542 -0.461 1.054
C -7.091 -1.845 1.285
C -5.928 -2.538 1.962
O -5.214 -1.533 2.695
C -5.698 -0.245 2.291
H -7.314 0.302 0.926
H -5.905 -0.458 0.162
H -7.946 -1.796 1.969
H -7.413 -2.349 0.370
H -5.239 -2.968 1.227
H -6.251 -3.331 2.642
H -6.297 0.160 3.114
H -4.854 0.426 2.111
C 1.099 2.377 8.627
C 2.004 3.089 7.655
C 1.121 3.212 6.432
O -0.230 3.307 6.903
C -0.251 2.975 8.298
H 1.383 2.516 9.674
H 1.095 1.302 8.412
H 2.251 4.085 8.040
H 2.939 2.558 7.455
H 1.193 2.322 5.799
H 1.363 4.091 5.828
H -0.423 3.900 8.859
H -1.076 2.286 8.501
```

Formula: C6H12N2O4
Source: OMol25
Level of theory: ωB97M-V/def2-TZVPD

Its HOMO-LUMO gap is 10.57 eV. For the total energy, the calculation gives -646.24032 Ha. The calculation puts the molecular weight at 176.17 g/mol. Its spin multiplicity is 1. The LUMO energy is 0.7 eV. As for the net charge: 0. Its SMILES is C=C(C)OC=O.COC(=O)NN. The energy relative to the best compared isomer or geometry (same formula, charge and spin) comes out at 60.33 kcal/mol.

Structure (XYZ):
```
24
C6H12N2O4 ωB97M-V/def2-TZVPD
C -2.797 -1.401 1.097
C -2.960 -0.219 0.481
C -2.181 1.009 0.704
O -4.035 0.082 -0.380
C -3.617 0.096 -1.691
O -2.560 -0.327 -2.066
H -1.803 -1.648 1.432
H -3.475 -2.249 1.100
H -1.414 0.786 1.464
H -2.860 1.785 1.060
H -1.735 1.380 -0.227
H -4.380 0.594 -2.362
C 4.882 0.207 -0.476
O 3.611 -0.252 -0.019
C 2.580 0.536 -0.351
O 2.694 1.590 -0.938
N 1.365 0.077 0.085
N 1.147 -1.104 0.779
H 4.948 0.158 -1.582
H 5.595 -0.493 -0.034
H 5.078 1.227 -0.106
H 0.616 0.736 -0.022
H 0.421 -1.658 0.311
H 0.878 -0.913 1.743
```

Formula: C7H10
Source: OMol25
Level of theory: ωB97M-V/def2-TZVPD

Its HOMO-LUMO gap is 10.32 eV. For the total energy, the calculation gives -272.60620 Ha. The calculation puts the molecular weight at 94.16 g/mol. Its spin multiplicity is 1. The LUMO energy is 1.2 eV. As for the net charge: 0. Its SMILES is C=C(C)CC1C=C1. The energy relative to the best compared isomer or geometry (same formula, charge and spin) comes out at 70.15 kcal/mol.

Structure (XYZ):
```
17
C7H10 ωB97M-V/def2-TZVPD
C -0.224 1.583 -1.285
C 0.435 0.644 -0.608
C 1.364 0.981 0.527
C 0.259 -0.825 -0.897
C -0.655 -1.510 0.129
C -0.702 -1.157 1.586
C -1.683 -0.710 0.872
H -0.870 1.339 -2.126
H -0.139 2.637 -1.024
H 2.407 0.830 0.223
H 1.242 2.015 0.861
H 1.189 0.323 1.384
H -0.195 -0.960 -1.888
H 1.237 -1.328 -0.926
H -0.893 -2.541 -0.153
H -0.201 -1.215 2.542
H -2.573 -0.106 0.783
```

Formula: C5H8N2
Source: OMol25
Level of theory: ωB97M-V/def2-TZVPD

Its HOMO-LUMO gap is 8.52 eV. For the total energy, the calculation gives -304.81617 Ha. The calculation puts the molecular weight at 96.13 g/mol. Its spin multiplicity is 1. The LUMO energy is 1.1 eV. As for the net charge: 0. Its SMILES is Cn1ccc(N)c1. The energy relative to the best compared isomer or geometry (same formula, charge and spin) comes out at 12.13 kcal/mol.

Structure (XYZ):
```
15
C5H8N2 ωB97M-V/def2-TZVPD
C 2.301 0.205 -0.049
N 0.901 -0.004 0.240
C 0.361 -1.255 0.291
C -0.998 -1.165 0.157
C -1.311 0.220 0.027
N -2.617 0.742 -0.021
C -0.122 0.914 0.065
H 2.797 -0.765 0.030
H 2.443 0.571 -1.072
H 2.778 0.900 0.648
H 1.000 -2.111 0.458
H -1.693 -1.993 0.150
H -3.252 0.112 -0.495
H -2.661 1.651 -0.464
H 0.072 1.978 0.035
```

Formula: C32H55F11NO11P2S
Source: OMol25
Level of theory: ωB97M-V/def2-TZVPD

Its HOMO-LUMO gap is 6.30 eV. For the total energy, the calculation gives -4313.39944 Ha. The calculation puts the molecular weight at 932.78 g/mol. Its spin multiplicity is 1. The LUMO energy is -4.6 eV. As for the net charge: +1.

Structure (XYZ):
```
113
C32H55F11NO11P2S ωB97M-V/def2-TZVPD
C 1.944 1.798 1.600
C 1.230 0.562 0.895
N 0.024 0.011 1.030
C -0.803 0.675 2.097
C -1.634 1.962 1.623
C -1.029 3.344 2.245
F -2.955 1.835 2.248
C -0.322 -1.195 0.161
C -1.866 -1.183 -0.268
C -2.691 -2.514 0.145
C -3.269 -2.455 1.660
F -3.788 -1.216 2.156
C -3.322 -3.636 2.514
F -4.487 -4.464 2.336
F -2.355 -4.000 3.478
C 0.834 -1.280 -0.988
C 0.440 -0.885 -2.497
C 0.252 0.643 -2.874
C -0.731 1.527 -1.972
C -1.037 2.916 -2.776
F -0.151 3.155 -3.858
F -2.371 2.836 -3.331
C -1.009 4.215 -1.836
F -1.332 5.333 -2.681
F -1.979 4.206 -0.808
F 0.323 4.417 -1.394
C 1.488 -2.753 -1.283
C 1.293 -3.845 -0.151
O 2.330 -4.250 0.447
F 0.081 -4.480 0.237
C 1.963 -0.389 -0.212
C 2.964 -1.194 0.817
S 3.278 0.463 -1.265
O 3.506 -0.212 -2.584
O 4.607 0.429 -0.526
F 2.929 2.128 -1.411
H 1.824 1.812 2.751
H 1.471 2.753 1.140
H 3.053 1.817 1.279
H -0.207 0.898 3.065
H -1.589 -0.116 2.423
H -1.837 2.033 0.503
H -0.125 3.138 2.935
H -0.798 4.125 1.440
H -1.824 3.825 2.937
H -0.320 -2.014 0.979
H -2.045 -1.073 -1.408
H -2.477 -0.306 0.187
H -3.636 -2.493 -0.532
H -2.164 -3.493 -0.108
H -0.508 -1.455 -2.847
H 1.281 -1.296 -3.182
H 1.229 1.253 -3.006
H -0.216 0.657 -3.939
H -1.784 1.059 -1.845
H -0.268 1.866 -0.981
H 2.609 -2.574 -1.512
H 1.069 -3.219 -2.260
H 3.448 -0.478 1.585
H 2.253 -1.860 1.451
H 3.716 -1.857 0.277
O -6.733 -1.180 -2.967
P -7.907 -2.167 -2.923
O -7.124 -3.358 -2.079
C -6.970 -3.198 -0.678
C -8.292 -3.362 0.048
O -7.606 -2.756 -4.451
C -6.961 -1.960 -5.440
C -5.484 -2.302 -5.504
O -9.295 -3.168 -2.867
C -10.050 -3.487 -4.036
C -9.633 -4.845 -4.576
H -6.517 -2.226 -0.459
H -6.275 -3.972 -0.341
H -8.977 -2.547 -0.205
H -8.142 -3.360 1.130
H -8.781 -4.295 -0.241
H -7.125 -0.894 -5.264
H -7.426 -2.191 -6.403
H -5.008 -2.238 -4.522
H -4.958 -1.634 -6.191
H -5.349 -3.332 -5.846
H -9.961 -2.700 -4.788
H -11.103 -3.531 -3.743
H -8.562 -4.903 -4.787
H -10.173 -5.076 -5.497
H -9.837 -5.628 -3.841
O 6.539 1.453 4.367
P 7.095 2.758 3.779
O 7.654 2.107 2.361
C 6.716 1.831 1.334
C 6.190 3.108 0.704
O 8.520 2.661 4.633
C 8.594 1.974 5.880
C 9.144 0.574 5.673
O 7.618 4.276 3.181
C 8.443 5.151 3.949
C 9.900 4.986 3.549
H 5.898 1.220 1.728
H 7.236 1.241 0.575
H 5.588 3.676 1.422
H 5.565 2.882 -0.163
H 7.012 3.754 0.391
H 7.625 1.960 6.386
H 9.274 2.537 6.526
H 8.585 0.025 4.912
H 9.118 0.004 6.605
H 10.179 0.624 5.322
H 8.290 4.997 5.020
H 8.129 6.176 3.726
H 10.248 3.954 3.644
H 10.543 5.619 4.164
H 10.041 5.254 2.499
```

Formula: C2H4O4STi
Source: OMol25
Level of theory: ωB97M-V/def2-TZVPD

Its HOMO-LUMO gap (alpha / beta) is 7.00 / 10.17 eV. For the total energy, the calculation gives -1626.82866 Ha. The calculation puts the molecular weight at 171.98 g/mol. Its spin multiplicity is 4. The LUMO energy (alpha / beta) is -4.9 / -4.6 eV. As for the net charge: +1. The expectation value of S² is 3.75.

Structure (XYZ):
```
12
C2H4O4STi ωB97M-V/def2-TZVPD
Ti -1.512 2.068 3.917
C -0.034 0.340 -1.372
C -0.156 -1.128 -0.983
O -0.390 -0.989 0.415
S 0.547 0.108 1.128
O 1.833 -0.385 1.502
O -0.253 0.899 2.021
O 0.731 0.917 -0.293
H -0.990 0.863 -1.441
H 0.476 0.585 -2.301
H 0.781 -1.607 -1.272
H -1.033 -1.670 -1.322
```

Formula: C18H41BO8P
Source: OMol25
Level of theory: ωB97M-V/def2-TZVPD

Its HOMO-LUMO gap is 4.87 eV. For the total energy, the calculation gives -1678.62132 Ha. The calculation puts the molecular weight at 427.30 g/mol. Its spin multiplicity is 1. The LUMO energy is 2.0 eV. As for the net charge: -1.

Structure (XYZ):
```
69
C18H41BO8P ωB97M-V/def2-TZVPD
C -2.573 2.591 -1.045
C -3.860 2.877 -1.846
O -4.851 3.371 -0.991
B -6.104 3.855 -1.621
O -6.538 5.121 -1.008
P -7.353 2.324 -1.442
O -8.857 3.078 -1.689
O -7.446 2.100 0.233
H -1.815 3.349 -1.272
H -2.825 2.701 0.015
H -2.176 1.593 -1.240
H -4.189 1.961 -2.365
H -3.644 3.616 -2.637
H -5.948 3.971 -2.844
H -7.420 5.024 -0.648
H -9.500 2.716 -1.076
H -7.605 1.167 0.342
C -1.110 -2.033 0.537
C -0.297 -2.685 -0.576
C -0.614 -1.778 -1.758
O -0.828 -0.474 -1.220
C -0.952 -0.559 0.209
H -0.751 -2.271 1.535
H -2.160 -2.329 0.467
H 0.765 -2.638 -0.335
H -0.556 -3.728 -0.762
H -1.522 -2.099 -2.281
H 0.201 -1.728 -2.485
H -0.042 -0.154 0.660
H -1.798 0.046 0.532
C 2.412 4.178 -0.990
C 1.806 3.025 -1.790
C 1.302 2.111 -0.682
O 0.953 2.962 0.413
C 1.438 4.281 0.179
H 2.495 5.108 -1.551
H 3.408 3.905 -0.631
H 0.966 3.385 -2.387
H 2.512 2.530 -2.456
H 2.090 1.424 -0.346
H 0.436 1.524 -0.981
H 0.592 4.931 -0.067
H 1.906 4.654 1.092
C 4.824 -3.999 -1.929
C 4.829 -5.100 -0.869
C 3.858 -4.534 0.161
O 2.911 -3.757 -0.568
C 3.365 -3.561 -1.908
H 5.147 -4.335 -2.913
H 5.471 -3.176 -1.620
H 4.437 -6.028 -1.289
H 5.814 -5.304 -0.451
H 4.375 -3.884 0.877
H 3.327 -5.307 0.718
H 2.755 -4.174 -2.581
H 3.226 -2.513 -2.176
C 2.664 -2.065 4.332
C 2.210 -0.671 4.763
C 1.605 -0.133 3.471
O 1.076 -1.267 2.781
C 1.543 -2.471 3.383
H 2.789 -2.763 5.158
H 3.612 -2.001 3.792
H 1.444 -0.747 5.537
H 3.016 -0.043 5.141
H 2.366 0.341 2.842
H 0.803 0.586 3.634
H 0.715 -2.941 3.927
H 1.869 -3.154 2.596
```